Here is one molecule with the formula C16H22N4O3 from the Open Molecules 2025 dataset. Energies are from ωB97M-V/def2-TZVPD.

Its energy above the lowest of the compared OMol25 structures with the same formula, charge and spin is 24.501 eV. Its structure (SMILES) is CCCC/N=C1/C([N+](=O)[O-])=CC=C2C1=NC1(CCCCC1)N2O. The HOMO-LUMO gap is 7.400 eV. Its LUMO energy is -0.038 Eh.

Geometry as ORCA input:
```
! RIJCOSX wB97M-V def2-TZVPD def2/J DEFGRID3
* xyz 0 1
C -2.1026 -4.1809 2.4915
C -2.3332 -2.8528 2.0269
C -0.9952 -2.1419 1.8890
C -0.1990 -2.4783 0.5274
N -0.9483 -2.3442 -0.7870
C -1.1680 -1.1052 -1.2576
C -2.1492 -0.9327 -2.3745
N -3.0745 -2.0834 -2.5815
O -3.5883 -2.2221 -3.6125
O -3.4291 -2.8344 -1.2785
C -1.9020 -0.2124 -3.3035
C -0.9995 0.9014 -3.2180
C -0.3278 0.9760 -2.1632
C -0.3651 -0.0196 -0.9499
N 0.4794 0.2881 -0.2825
C 1.2942 1.5037 -0.3076
C 0.8767 2.5403 0.6078
C 1.6718 2.6319 1.8915
C 3.0566 2.9408 1.3253
C 3.3830 2.6219 -0.0214
C 2.6518 1.1300 -0.3596
N 0.6688 1.8770 -1.4935
O 0.8520 3.1036 -2.3315
H -1.3362 -4.1501 3.3346
H -1.5557 -4.6506 1.5482
H -2.8255 -4.6542 2.7386
H -2.9801 -2.1724 2.8237
H -2.8825 -2.5001 1.3171
H -1.1277 -0.9048 1.7839
H -0.2288 -2.0179 2.8666
H 0.1879 -3.6151 0.5948
H 0.5528 -1.6741 0.6139
H -2.7343 -0.2242 -4.0615
H -0.9699 1.6272 -4.0598
H 0.9146 3.4812 0.3356
H -0.2901 2.6033 0.9997
H 1.6434 1.3954 2.2377
H 1.3288 3.2051 2.4924
H 3.7830 2.4842 2.2254
H 3.5126 3.7473 1.6693
H 4.4800 2.4997 0.0079
H 3.1232 3.3498 -0.5344
H 2.8285 0.5340 0.3534
H 3.0201 0.9547 -1.4614
H 0.2033 3.5747 -2.2627
*
```

Here is one molecule with the formula C5H8O from the Open Molecules 2025 dataset. Energies are from ωB97M-V/def2-TZVPD.

Its energy above the lowest of the compared OMol25 structures with the same formula, charge and spin is 1.480 eV. Its structure (SMILES) is C/C=C\C=C/O. The HOMO-LUMO gap is 9.862 eV. Its LUMO energy is 0.037 Eh.

Geometry as ORCA input:
```
! RIJCOSX wB97M-V def2-TZVPD def2/J DEFGRID3
* xyz 0 1
C 0.7382 1.1196 1.1434
C 1.1029 0.6440 -0.2379
C 0.2859 0.0303 -1.0937
C -1.1922 -0.1014 -0.9284
C -1.7296 -1.0943 -0.2271
O -0.8897 -1.9516 0.4394
H -0.2582 0.7743 1.4479
H 1.4770 0.7532 1.8695
H 0.7538 2.2158 1.1939
H 2.1061 0.8886 -0.5874
H 0.6842 -0.2959 -2.0537
H -1.7922 0.6441 -1.4308
H -2.8037 -1.2770 -0.1602
H -0.0344 -1.5625 0.2295
*
```

Max |F|
In order: 18.18, 1.15
Unit: eV/A